[1]
This record from the Open Molecules 2025 dataset describes a single C2H3N3O molecule. The level of theory is ωB97M-V/def2-TZVPD.

The geometry in XYZ format:
```
9
Properties=species:S:1:pos:R:3:forces:R:3
C -1.272 -0.419 0.006 -0.1 0.2 0.0
N 1.375 1.123 0.338 -0.2 -0.3 -0.1
N -1.500 0.815 0.224 -0.1 -0.3 -0.1
C 0.905 -0.049 0.116 0.0 0.3 0.0
H -2.501 1.003 0.250 0.1 0.0 0.0
O 2.363 -0.239 0.109 0.2 -0.1 -0.2
H -2.039 -1.183 -0.139 0.0 0.1 0.0
H 2.659 -0.178 -0.819 -0.1 0.0 0.2
N 0.023 -0.933 -0.074 0.2 0.2 0.1
```
Forces are in eV/Å.

Summary:
Net charge ... 0
HOMO ... -9.57 eV
Strongest force on any atom ... 0.42 eV/Å
Spin multiplicity ... 1
Lowest unoccupied orbital energy ... -0.347 eV
HOMO-LUMO gap ... 9.226 eV

The molecule's Löwdin atomic charges, reported in e, are given here:
1. C -0.317
2. N 0.304
3. N 0.088
4. C -0.542
5. H 0.044
6. O 0.074
7. H 0.106
8. H 0.142
9. N 0.101

[2]
This record from the Open Molecules 2025 dataset describes a molecular structure, C40H41BrKN6OPS3 in a non-equilibrium geometry. The level of theory is ωB97M-V/def2-TZVPD.

The geometry in XYZ format:
```
94
Properties=species:S:1:pos:R:3:forces:R:3
C -0.696 -0.113 -4.122 0.0 0.0 0.0
C -0.036 5.466 1.287 0.0 0.1 -0.1
K -1.593 -1.056 0.398 0.4 -1.7 0.9
H 4.487 0.642 2.094 0.0 0.0 0.0
N -2.966 5.847 1.008 -0.2 -0.1 0.4
C 0.601 -0.915 -3.922 0.0 0.1 0.1
C -0.714 -4.232 -3.206 0.0 0.0 0.0
H 0.795 -1.237 -6.040 0.0 0.0 0.0
C -2.086 2.186 1.137 0.0 0.0 -0.1
H -0.944 0.486 -3.241 0.0 0.0 0.0
H -1.540 -0.777 -4.318 0.0 0.0 0.0
C -3.637 -4.133 1.150 -0.1 -0.1 0.0
C -0.915 6.162 2.133 -0.1 -0.2 0.1
C 2.364 0.287 1.835 -0.1 -0.1 0.1
H -1.593 -6.087 -3.815 0.0 0.0 0.0
H 0.872 -3.270 0.063 0.0 0.0 0.0
C -2.845 4.506 0.783 0.0 -0.1 -0.3
H 3.698 -2.270 -0.609 0.0 0.0 0.0
H -0.413 5.019 0.377 0.0 0.0 0.0
C -2.143 3.632 3.042 0.0 0.0 0.0
H 1.973 4.815 0.918 0.0 0.0 0.0
H 4.554 2.373 0.328 0.0 0.0 0.0
N 1.255 0.562 1.169 0.0 0.2 -0.2
C -1.696 2.579 3.798 0.0 0.0 0.0
C 1.930 -2.720 -1.777 -0.1 0.1 0.1
H 0.376 1.649 -0.329 0.0 0.0 0.0
H -1.759 -2.325 2.641 0.0 -0.1 0.1
H -4.274 -3.181 -2.162 0.0 0.0 0.1
H 1.757 0.744 -4.698 0.0 0.0 0.0
N 0.150 -1.533 2.693 -0.1 -0.1 0.1
H 3.576 -3.952 -2.387 0.0 0.0 0.0
H 2.186 -4.126 -3.455 0.0 0.0 0.0
C -3.286 -3.477 -2.490 0.0 0.1 0.0
H 2.533 -2.186 4.966 0.0 0.0 0.0
H -3.888 -5.424 -3.148 0.0 0.0 0.0
S -4.267 -2.509 1.041 0.0 -0.2 0.1
C -3.065 -4.729 -3.035 0.0 0.0 0.0
H -1.091 0.501 3.743 0.0 0.0 0.0
P 0.381 -1.727 -2.231 0.0 -0.4 -0.3
C -1.777 -5.102 -3.400 0.0 0.0 0.0
C -1.450 1.352 3.176 -0.1 -0.1 -0.1
H 3.200 -0.737 3.367 0.0 0.0 0.0
C -2.322 3.474 1.655 0.0 0.2 -0.1
N -2.241 6.524 1.808 0.3 0.1 -0.3
C 3.622 1.872 0.562 0.0 0.0 0.0
H 2.734 -0.440 -3.821 0.0 0.0 0.0
H 2.443 2.930 -0.915 0.0 -0.1 0.0
H -2.406 -1.643 -1.857 -0.1 0.0 -0.1
O -1.877 0.858 -0.837 -0.2 1.1 -0.7
C 1.465 -3.741 -0.726 0.0 0.0 0.0
H -0.580 0.558 -4.983 0.0 0.0 0.0
C 0.783 -1.839 -5.122 0.0 0.1 0.0
C -3.074 2.876 -1.027 0.0 -0.2 0.1
H 1.348 6.986 4.548 0.0 0.0 0.0
N 2.341 -0.660 2.853 -0.2 0.0 -0.1
H 1.701 0.686 -2.927 0.0 0.0 0.0
C 1.309 1.485 0.202 0.0 -0.1 0.1
H 0.845 -4.534 -1.142 0.0 0.0 0.0
C 1.314 5.355 1.586 -0.1 0.0 -0.1
C 1.572 -2.253 4.469 0.0 -0.1 0.1
H -3.839 4.866 -1.062 0.0 0.0 0.0
C 1.805 5.913 2.753 0.0 0.0 0.0
H 0.764 -3.717 5.806 0.0 0.0 0.0
H 1.715 -2.399 -5.082 0.0 0.0 0.0
H -1.551 2.685 4.865 0.0 0.0 0.0
H 2.346 -4.197 -0.256 0.0 0.0 0.0
C 1.308 -1.490 3.329 0.1 0.1 -0.1
C -2.319 1.890 -0.308 -0.1 0.5 0.0
H -3.384 2.628 -2.035 0.0 0.0 0.0
C -0.912 -2.973 -2.635 -0.1 0.0 0.0
C -3.333 4.101 -0.482 0.1 0.2 0.2
H 3.259 -0.966 -1.726 0.0 0.0 0.0
Br 3.663 5.779 3.156 0.0 0.0 0.0
C 0.961 6.573 3.627 -0.1 0.0 0.0
H 2.316 -1.220 -0.257 0.0 0.0 0.0
C 1.769 0.073 -3.831 0.0 0.0 0.0
H -1.060 7.211 3.983 0.0 0.1 0.0
C 2.855 -1.727 -1.055 0.0 0.0 0.0
C 0.578 -3.098 4.936 0.1 0.0 0.0
H -0.042 -2.549 -5.198 0.0 0.0 0.0
C 2.753 -3.407 -2.866 0.0 0.0 0.0
C -2.216 -2.613 -2.296 0.0 -0.1 -0.1
N -1.663 1.154 1.894 -0.1 0.5 0.0
C -0.812 -2.333 3.176 0.0 0.1 -0.1
S -4.660 -5.437 1.590 0.2 0.3 -0.1
C 3.590 0.914 1.550 0.0 0.0 0.0
C 2.456 2.179 -0.135 0.0 0.0 0.0
H -2.385 4.571 3.515 0.0 0.1 0.0
H 3.197 -2.680 -3.548 0.0 0.0 0.0
C -0.384 6.697 3.309 0.0 0.0 0.1
S -1.959 -4.406 0.796 0.0 0.1 0.0
H -1.445 -3.802 4.599 0.0 0.0 0.0
H 0.277 -4.559 -3.485 0.0 0.0 0.0
C -0.644 -3.146 4.286 0.0 0.0 0.0
```
Forces are in eV/Å.

Summary:
Net charge ... -2
HOMO ... -0.28 eV
Strongest force on any atom ... 2.01 eV/Å
Spin multiplicity ... 1
Lowest unoccupied orbital energy ... 3.331 eV
HOMO-LUMO gap ... 3.607 eV

The molecule's Löwdin atomic charges, reported in e, are given here:
1. C -0.108
2. C -0.018
3. K 0.484
4. H 0.102
5. N 0.028
6. C -0.698
7. C -0.116
8. H 0.079
9. C -0.140
10. H 0.063
11. H 0.076
12. C -1.903
13. C -0.312
14. C -0.322
15. H 0.093
16. H 0.057
17. C -0.285
18. H 0.084
19. H 0.114
20. C -0.017
21. H 0.081
22. H 0.101
23. N 0.140
24. C -0.043
25. C -0.683
26. H 0.098
27. H 0.021
28. H 0.101
29. H 0.077
30. N 0.096
31. H 0.079
32. H 0.057
33. C -0.082
34. H 0.095
35. H 0.101
36. S 0.204
37. C -0.081
38. H 0.097
39. P 1.158
40. C -0.089
41. C -0.128
42. H 0.120
43. C -0.108
44. N 0.012
45. C -0.089
46. H 0.060
47. H 0.098
48. H 0.056
49. O -0.180
50. C -0.102
51. H 0.078
52. C -0.093
53. C -0.019
54. H 0.090
55. N 0.124
56. H 0.067
57. C -0.121
58. H 0.067
59. C -0.124
60. C -0.042
61. H 0.104
62. C -0.704
63. H 0.098
64. H 0.055
65. H 0.098
66. H 0.084
67. C -0.308
68. C -0.377
69. H 0.103
70. C -0.370
71. C -0.042
72. H 0.063
73. Br 0.663
74. C -0.147
75. H 0.048
76. C -0.109
77. H 0.104
78. C -0.118
79. C -0.087
80. H 0.071
81. C -0.099
82. C -0.153
83. N 0.081
84. C -0.171
85. S 0.159
86. C -0.031
87. C -0.095
88. H 0.106
89. H 0.059
90. C -0.051
91. S 0.270
92. H 0.113
93. H 0.079
94. C -0.055

[3]
This record from the Open Molecules 2025 dataset describes 2 unconnected molecules or ions with the total composition C6H17N2 in a non-equilibrium geometry. The level of theory is ωB97M-V/def2-TZVPD.

The geometry in XYZ format:
```
25
Properties=species:S:1:pos:R:3:forces:R:3
C -1.747 -0.790 -1.399 0.1 -1.4 0.0
H -0.772 -1.809 0.285 -0.2 -0.1 -0.3
H -2.171 0.459 0.398 -0.3 -0.5 0.3
N -0.147 -2.795 -1.428 -2.0 0.8 -2.2
H 0.443 -0.453 0.937 0.4 0.8 0.4
H 0.137 1.367 3.257 0.0 0.2 -0.1
N 0.726 0.338 1.566 -0.1 0.1 -0.6
H -1.117 1.142 -0.778 -0.5 0.0 -0.1
C -0.066 0.591 2.532 0.6 -1.1 -0.3
H 1.416 1.148 -0.964 0.2 0.1 0.5
H 2.192 1.794 1.966 0.1 -0.4 -0.2
H -2.866 1.129 -1.049 0.1 -0.4 -0.2
H 2.817 2.137 -0.554 -0.7 -0.1 0.6
H 0.160 -2.535 -2.361 -0.1 -0.4 0.0
H 2.758 0.304 1.057 -0.4 0.4 0.5
H -1.607 -0.590 -2.480 0.3 -0.1 0.6
C 1.833 1.792 -0.163 -0.4 0.2 -1.0
C 1.973 1.077 1.163 0.2 -0.4 0.2
H -0.871 -0.133 2.662 -0.1 0.5 0.1
C -0.537 -1.593 -0.777 0.0 1.6 0.7
C -2.035 0.523 -0.677 1.2 0.6 -0.1
H 1.141 2.634 -0.057 0.3 0.0 -0.1
H 0.334 -0.914 -0.757 0.0 0.5 0.0
H -2.566 -1.520 -1.357 -0.2 0.4 0.0
H 0.570 -3.304 -1.022 1.5 -1.0 1.2
```
Forces are in eV/Å.

Summary:
Net charge ... +1
HOMO ... -12.54 eV
Strongest force on any atom ... 3.06 eV/Å
Spin multiplicity ... 1
Lowest unoccupied orbital energy ... -4.895 eV
HOMO-LUMO gap ... 7.643 eV

The molecule's Löwdin atomic charges, reported in e, are given here:
1. C -0.214
2. H 0.113
3. H 0.049
4. N 0.019
5. H 0.114
6. H 0.127
7. N 0.045
8. H 0.059
9. C 0.179
10. H 0.074
11. H 0.132
12. H 0.084
13. H 0.106
14. H 0.090
15. H 0.142
16. H 0.119
17. C -0.078
18. C -0.167
19. H 0.127
20. C -0.332
21. C -0.111
22. H 0.087
23. H 0.073
24. H 0.113
25. H 0.049

[4]
This record from the Open Molecules 2025 dataset describes 3 unconnected molecules or ions with the total composition C11H13F6NO7S in a non-equilibrium geometry. The level of theory is ωB97M-V/def2-TZVPD.

The geometry in XYZ format:
```
39
Properties=species:S:1:pos:R:3:forces:R:3
F -3.074 1.595 4.895 0.4 -1.1 0.2
F 3.470 1.005 -7.272 -0.2 -0.9 0.8
O 1.320 4.035 0.113 -0.9 -2.2 1.3
O 1.816 -1.411 -5.765 2.3 1.9 -0.2
H -2.666 -2.827 3.300 -0.1 0.3 0.1
F 3.843 -1.105 -7.675 -0.5 0.7 1.3
C 1.296 2.569 0.333 -1.3 0.6 2.3
C 1.868 -0.001 -3.461 -0.5 -0.2 0.7
C 2.577 1.337 1.927 -1.7 3.4 -2.2
F -1.080 0.798 5.275 -1.0 -0.6 -0.1
H -2.876 -1.886 1.826 0.1 0.3 0.3
F 4.993 -0.070 -6.141 -1.2 -0.2 -0.1
H 3.256 -1.139 -2.260 -0.2 0.1 0.0
C -2.828 -0.802 4.896 -0.8 -3.1 -0.9
H 1.549 -1.352 -1.804 0.1 0.1 -0.1
H -4.980 -3.102 2.322 0.1 0.1 0.1
O 2.828 0.220 -4.506 0.2 -0.7 -2.0
H -5.238 -1.347 2.469 0.1 -0.1 -0.1
H 0.700 4.463 0.804 1.5 -1.3 -1.6
H 2.204 -2.135 -3.255 -0.1 0.1 0.0
H 1.888 0.886 -2.821 0.2 -0.1 -0.4
H 0.855 -0.077 -3.873 0.3 -0.1 -0.1
O -3.070 -1.810 5.555 0.7 2.8 -1.1
H -5.076 -2.330 3.918 0.1 -0.1 -0.1
C -2.408 0.551 5.467 0.5 2.2 1.2
C -3.212 -1.982 2.862 -0.3 -0.7 -0.4
N 2.679 2.008 0.720 -1.8 -3.5 6.3
C 3.742 -0.189 -6.671 1.9 0.4 -1.8
C -4.712 -2.208 2.893 -0.2 0.1 0.2
C 2.236 -1.227 -2.646 0.2 -0.3 -0.1
F -2.624 0.655 6.809 0.1 -0.6 -1.4
H 0.608 2.380 1.283 1.2 0.4 -2.1
C -0.530 1.234 -0.237 1.2 -6.2 3.1
S 2.119 0.875 3.535 1.9 1.2 -5.4
O -2.869 -0.756 3.526 0.4 0.6 1.9
C 2.690 -0.559 -5.626 -2.4 -0.9 2.0
H -1.545 1.858 -0.302 2.5 -1.2 -0.1
O 0.727 1.811 -0.820 -2.2 0.3 3.2
O -0.479 0.035 0.409 -0.4 8.4 -4.7
```
Forces are in eV/Å.

Summary:
Net charge ... 0
HOMO ... -10.15 eV
Strongest force on any atom ... 9.65 eV/Å
Spin multiplicity ... 1
SMILES ... O=CO[C@H](O)N=C=S.CCOC(=O)C(F)(F)F.CCOC(=O)C(F)(F)F
Lowest unoccupied orbital energy ... -1.547 eV
HOMO-LUMO gap ... 8.605 eV

The molecule's Löwdin atomic charges, reported in e, are given here:
1. F 0.138
2. F 0.141
3. O -0.028
4. O 0.141
5. H 0.129
6. F 0.140
7. C -0.376
8. C -0.210
9. C -0.506
10. F 0.124
11. H 0.123
12. F 0.140
13. H 0.086
14. C -0.324
15. H 0.077
16. H 0.084
17. O 0.013
18. H 0.083
19. H 0.138
20. H 0.076
21. H 0.107
22. H 0.128
23. O 0.145
24. H 0.076
25. C -0.470
26. C -0.209
27. N 0.067
28. C -0.471
29. C -0.065
30. C -0.056
31. F 0.143
32. H 0.142
33. C -0.093
34. S 0.621
35. O 0.007
36. C -0.324
37. H 0.183
38. O -0.077
39. O -0.043